(1)
Computed, not measured: a single C15H22N2O3 molecule, with ωB97M-V/def2-TZVPD.

The value obtained for the HOMO energy is -9.698 eV. As for the SMILES: CC[C@H](C)[C@H](NC(=O)[C@@H](N)Cc1ccccc1)C(=O)O. The value obtained for the total energy is -919.77237 a.u. As for the molar mass: 278.35 g mol⁻¹. Its energy relative to the best compared isomer or geometry (same formula, charge and spin) is 8.334 eV. The calculation puts the HOMO-LUMO gap at 10.0 eV.

Geometry as ORCA input:
```
! wB97M-V def2-TZVPD RIJCOSX def2/J DEFGRID3
* xyz 0 1
C -2.84 -2.80 0.01
C 0.80 -0.30 -0.77
C -2.87 0.07 -0.05
H -1.49 1.94 1.62
H 4.14 0.69 -0.83
O 0.90 -2.26 -1.84
H -0.55 4.13 0.47
H 0.98 0.19 -1.74
H -2.56 1.57 -1.38
C -2.71 1.58 -0.18
H -3.31 -2.65 1.91
H 2.70 -1.91 0.90
C -1.47 2.26 0.48
O 0.25 -2.28 0.38
C 2.81 -0.82 0.85
C -2.33 -0.67 -1.08
H 4.23 0.57 1.90
H -3.55 0.08 2.07
C -2.21 -2.14 -1.14
O 0.19 2.40 -1.38
H -2.16 -2.51 -2.04
C 0.57 -1.70 -0.81
C 2.98 1.12 -0.65
H 0.20 -1.48 0.92
H -1.66 3.96 -0.67
H 4.26 -1.40 2.17
N -1.52 3.71 0.34
N 0.14 0.61 0.16
C 4.27 -0.56 1.41
H 2.74 1.59 -1.75
H 2.80 -0.95 -1.26
H -2.01 -0.29 -2.12
H 2.09 -0.62 1.81
H -3.81 2.18 -0.09
C -3.09 -1.94 1.13
C -0.30 1.76 -0.35
H 2.65 2.17 -0.08
H -2.77 -3.91 -0.06
C -3.15 -0.52 1.18
C 2.40 -0.31 -0.56
H -0.81 0.07 0.37
H 5.07 -0.61 0.74
*
```

***

(2)
Computed, not measured: a molecular structure, C15H22N2OSe5W, with ωB97M-V/def2-TZVPD.

The value obtained for the HOMO energy (spin up / spin down) is -6.626 / -7.492 eV. The value obtained for the total energy is -12843.87796 a.u. As for the molar mass: 824.99 g mol⁻¹. Its energy relative to the best compared isomer or geometry (same formula, charge and spin) is 0.039 eV. The calculation puts the HOMO-LUMO gap (spin up / spin down) at 6.4 / 6.8 eV.

Geometry as ORCA input:
```
! wB97M-V def2-TZVPD RIJCOSX def2/J DEFGRID3
* xyz 0 3
Se 0.19 2.81 0.16
Se 2.70 0.58 -1.08
H -3.81 2.18 -2.55
H -5.35 3.65 -1.16
W 0.25 0.34 -0.50
H -6.79 2.29 2.65
H -0.44 2.59 4.55
H -2.22 5.78 5.46
H -2.26 1.31 3.45
C -2.52 2.89 -4.13
Se 0.25 -1.63 1.03
H -3.07 4.47 -1.88
C -5.96 2.49 1.99
H -0.24 3.59 3.12
H -1.40 3.90 -1.79
C -1.54 1.90 2.87
H -0.65 4.00 -3.88
C -0.98 3.04 3.71
O -0.95 0.00 -1.67
H -3.11 3.77 -4.37
C -4.67 2.24 2.44
H -2.17 1.60 -2.43
H -2.78 3.43 4.83
N -2.26 2.38 1.69
H -4.50 1.85 3.44
Se 3.62 -1.40 -0.18
H -7.22 3.17 0.40
C -3.88 3.01 0.29
H -2.60 4.43 3.40
C -2.77 2.47 -2.68
Se 2.46 -1.41 1.82
C -6.20 2.99 0.71
H -0.44 2.28 -4.17
C -5.17 3.26 -0.17
H -0.77 1.22 2.53
C -2.05 3.99 4.24
H -2.88 2.09 -4.78
C -2.44 3.59 -1.70
C -3.64 2.50 1.56
C -1.04 3.15 -4.43
C -1.45 5.10 5.09
H -0.91 4.70 5.95
N -2.64 3.18 -0.32
H -0.74 5.69 4.50
C -1.68 2.79 0.54
H -0.89 3.35 -5.49
*
```

***

(3)
Computed, not measured: a molecular structure, C15H22N4O6OsS3, with ωB97M-V/def2-TZVPD.

The value obtained for the HOMO energy is -15.327 eV. The value obtained for the total energy is -2539.93253 a.u. As for the molar mass: 640.79 g mol⁻¹. The calculation puts the HOMO-LUMO gap at 8.2 eV.

Geometry as ORCA input:
```
! wB97M-V def2-TZVPD RIJCOSX def2/J DEFGRID3
* xyz 2 1
H -2.08 0.74 3.59
S 1.67 -2.02 0.90
C -1.75 0.99 2.58
H -1.24 1.95 2.62
S 1.87 0.34 -1.54
C 2.84 -2.04 -0.44
H -4.29 1.31 -0.65
O 0.41 -1.55 0.10
H -2.18 2.15 0.11
Os -0.41 0.28 -0.01
H -4.28 -1.04 -0.05
C 2.84 -1.13 -1.51
C -3.35 0.79 -0.81
O 1.97 -1.08 1.93
H 5.32 -4.07 -1.51
H 0.11 0.08 2.53
C -1.24 -1.43 2.35
H -1.93 -3.15 1.28
C 0.23 3.30 0.50
C 0.68 4.42 -0.19
H -0.13 2.29 -2.40
O 1.42 -3.38 1.27
S -1.94 -1.49 -0.42
N -0.79 -0.01 2.06
O 2.55 1.32 -2.32
C -2.91 1.03 1.62
C -3.54 -0.71 -0.79
C 4.61 -2.35 -2.57
H 5.30 -2.47 -3.39
C 0.50 4.10 -1.52
H -0.34 -2.03 2.47
N -2.36 1.16 0.23
C 3.73 -1.28 -2.57
C 4.62 -3.24 -1.51
H -3.21 -1.98 1.55
C 3.73 -3.10 -0.46
H -1.75 -1.43 3.32
C -2.15 -2.09 1.31
N -0.18 2.36 -0.35
H -3.50 0.12 1.68
O 1.64 0.67 -0.07
H 1.07 5.33 0.22
H 0.71 4.67 -2.42
H 3.71 -3.82 0.35
H 3.74 -0.56 -3.37
H 0.23 3.13 1.57
H -2.93 1.10 -1.77
H -3.85 -1.09 -1.76
H -3.58 1.86 1.83
O 0.42 0.15 -1.98
N -0.01 2.87 -1.59
*
```

***

(4)
Computed, not measured: 5 unconnected molecules or ions with the total composition C15H22O15, with ωB97M-V/def2-TZVPD.

The value obtained for the HOMO energy is -10.490 eV. As for the SMILES: COC(=O)OC.O=C1OCCO1.O=C1OCCO1.O=C1OCCO1.O=C1OCCO1. The value obtained for the total energy is -1713.32415 a.u. As for the molar mass: 442.33 g mol⁻¹. Its energy relative to the best compared isomer or geometry (same formula, charge and spin) is 2.813 eV. The calculation puts the HOMO-LUMO gap at 10.7 eV.

Geometry as ORCA input:
```
! wB97M-V def2-TZVPD RIJCOSX def2/J DEFGRID3
* xyz 0 1
H -5.13 5.07 -2.23
O -0.48 -2.47 -1.44
O 2.14 3.62 4.04
H -1.57 -5.95 -1.24
C -0.17 0.35 0.47
C -1.45 0.50 -0.23
O 1.69 0.43 -2.58
H 3.74 1.49 3.76
H -2.82 4.77 -1.00
C -1.09 -6.47 1.52
H 4.48 0.23 -0.14
H -0.11 -4.88 -0.91
O 2.97 1.20 -1.04
O 2.22 4.24 1.91
C 2.25 3.35 2.76
O -5.06 1.13 -0.62
H 2.62 2.34 5.64
O -1.55 -6.58 2.63
H 1.93 -1.42 -3.52
C 2.65 1.44 3.72
C 2.01 2.37 4.74
H 2.15 0.48 3.76
C -4.55 4.15 -2.10
H 0.25 -0.88 -3.33
O -5.34 3.04 -1.91
C -4.73 2.31 -0.95
O -3.71 3.03 -0.46
C 4.15 1.26 -0.28
O -1.77 -0.73 -0.81
H -4.30 5.05 -0.09
C 0.14 -6.89 -0.40
H -2.27 0.81 0.41
C 1.26 -0.56 -3.58
C 2.98 0.47 -2.15
O -1.26 -5.47 0.76
H -0.18 -7.59 -1.17
H 0.95 2.16 4.92
O 0.26 -0.91 -0.03
O 3.98 -0.01 -2.72
H 4.85 1.90 -0.82
H -0.28 0.24 1.55
C -3.82 4.38 -0.80
C -0.74 -5.70 -0.58
O 2.23 2.08 2.54
C -0.59 -1.44 -0.86
O -0.30 -7.35 0.89
H 1.16 -6.53 -0.52
H 1.35 -0.03 -4.53
H -3.92 3.92 -2.96
H 3.92 1.71 0.68
H -1.61 1.11 -1.12
H 0.47 1.23 0.38
*
```